This record from the Open Molecules 2025 dataset describes a gas-phase ion, C7H11N2OS (charge -1) in a non-equilibrium geometry. The level of theory is ωB97M-V/def2-TZVPD.

highest occupied orbital energy	-3.537	eV
energy	-856.2227	a.u.
Kohn-Sham gap	7.2	eV
energy above the lowest of the compared OMol25 structures with the same formula, charge and spin	0.0	kJ/mol

```
! wB97M-V def2-TZVPD RIJCOSX def2/J DEFGRID3
* xyz -1 1
C -0.7316 -2.2360 0.3268
C -0.7553 0.4470 -1.2758
H 0.6341 1.2444 -2.5337
H 2.7422 0.5000 -1.1581
C 0.6100 1.1088 -1.4002
H -0.0961 -2.4223 -0.5085
H 1.6543 -0.6696 -1.6527
H 1.4673 -0.2483 -0.0145
H 0.7883 2.0853 -0.8344
N -0.5094 -0.8381 0.7606
H -1.7345 -2.2398 0.0230
C -0.2613 0.9335 2.2100
C -0.0535 -0.4896 1.9420
C 1.6487 0.1518 -0.9813
C -0.7751 1.5714 1.1267
N -1.1874 0.1312 0.0850
H 0.3234 1.4817 2.9270
S -1.4695 2.9815 0.6771
H -0.7572 -0.5611 -1.9541
H -0.2454 -2.6667 1.1497
O 0.3465 -1.3194 2.7602
H -1.6384 1.0542 -1.6747
*
```

natural (NBO) population analysis, charges in e, atoms 1 to 6: -0.439 -0.226 0.181 0.186 -0.441 0.176

=====

This record from the Open Molecules 2025 dataset describes a molecular structure, C9H9N2O5PmS in a non-equilibrium geometry. The level of theory is ωB97M-V/def2-TZVPD.

highest occupied orbital energy (spin up / spin down)	-15.618 / -15.628	eV
energy	-1839.8656	a.u.
Kohn-Sham gap (spin up / spin down)	6.1 / 6.3	eV
energy above the lowest of the compared OMol25 structures with the same formula, charge and spin	243.8	kJ/mol

```
! wB97M-V def2-TZVPD RIJCOSX def2/J DEFGRID3
* xyz 2 5
N -0.1660 -0.9387 2.2028
C -0.2959 4.3013 -0.6622
C -1.4075 3.8759 -2.9611
C 2.0600 -2.4183 1.4674
H 0.1619 -2.4855 3.6734
O -2.2121 -2.6209 -4.9568
C 0.8156 -0.2683 1.6036
O -3.7076 3.5228 -0.4476
H -0.6320 -0.1743 -1.3692
H -1.2683 -2.7574 2.5642
C -0.2012 -2.3542 2.6088
N 1.8383 -1.0488 1.2221
O 2.0464 3.5399 -3.1201
H -0.8880 -0.3342 2.6429
C 1.4394 2.8645 -2.3902
H 2.6553 -2.6256 2.3830
H 2.6077 -0.5349 0.8940
S 0.7303 1.3157 1.3003
C -2.2098 -1.3931 -4.9470
C 0.7466 -3.1601 1.6429
C -2.7529 2.8723 -0.4266
H 0.1829 -3.2542 0.6763
O -1.8743 3.9111 -3.9651
Pm -0.6918 1.8811 -1.4743
H 0.8329 -4.2053 2.0718
O -0.3843 5.4301 -0.8739
H 2.5744 -2.9410 0.6406
*
```

Löwdin population analysis, charges in e, atoms 1 to 6: 0.013 -0.107 -0.083 -0.184 0.142 -0.049

=====

This record from the Open Molecules 2025 dataset describes C4H6BrPS in the gas phase in a non-equilibrium geometry. The level of theory is ωB97M-V/def2-TZVPD.

highest occupied orbital energy (spin up / spin down)	-9.189 / -8.491	eV
energy	-3469.4413	a.u.
Kohn-Sham gap (spin up / spin down)	8.8 / 5.9	eV
energy above the lowest of the compared OMol25 structures with the same formula, charge and spin	373.4	kJ/mol

```
! wB97M-V def2-TZVPD RIJCOSX def2/J DEFGRID3
* xyz 0 1
H 1.2417 -0.2201 1.9389
C -0.1221 -0.8291 -0.6587
P -0.3278 1.6282 0.8935
S -0.7405 3.5119 0.3014
C 1.4104 -1.0030 1.2573
C 0.9918 -1.5658 0.2080
H 0.7391 1.1764 -1.1874
H -1.1523 -1.0688 -0.2826
H 1.3729 -2.4900 -0.2361
H -0.9829 0.7165 -1.3806
H -0.0584 -1.2441 -1.7183
C -0.0728 0.6254 -0.6634
Br -2.2991 0.7624 1.5280
*
```

natural (NBO) population analysis, charges in e, atoms 1 to 6: 0.185 -0.440 0.682 -0.256 -0.080 -0.323

=====

This record from the Open Molecules 2025 dataset describes a molecular structure, C20H21AsIN3OTc. The level of theory is ωB97M-V/def2-TZVPD.

highest occupied orbital energy (spin up / spin down)	-14.233 / -14.202	eV
energy	-3627.8675	a.u.
Kohn-Sham gap (spin up / spin down)	6.9 / 6.3	eV
energy above the lowest of the compared OMol25 structures with the same formula, charge and spin	0.0	kJ/mol

```
! wB97M-V def2-TZVPD RIJCOSX def2/J DEFGRID3
* xyz 2 4
H -1.4420 1.5504 -1.4870
H 0.3175 6.5794 4.3899
Tc 0.3138 -0.1995 0.3093
C -0.8406 2.9510 5.0537
As -2.4167 -2.3569 -0.4296
N -0.6243 1.5607 0.4789
H -3.5791 -2.7975 1.7017
H -2.6033 3.8694 -0.7774
H 2.7240 -0.8753 4.7365
C -0.0125 5.5640 4.5644
I 2.7745 -0.0684 -0.8771
C -0.7663 6.2358 6.8026
C -1.5606 3.5054 1.1446
H -1.4729 3.6723 6.9734
C -0.7219 2.4536 1.5479
C -1.3594 2.0673 -0.5397
C -0.5947 5.2267 5.7825
H -2.0703 -1.4353 -2.7182
C -0.2697 3.2904 3.8275
H 1.4646 1.4849 5.0899
H 2.0651 -1.7183 2.2773
H -0.8402 -4.0347 -1.4076
H 1.4860 -2.4415 -0.8939
C -1.5244 -4.0315 -0.5635
C -2.9465 -1.7182 -2.1397
N -0.9034 7.0392 7.6121
H 0.8366 -1.3775 -2.2063
H 0.5959 4.8601 2.6368
C 0.1385 4.5993 3.5836
C 1.4133 0.8447 4.2224
C -1.9574 3.2622 -0.1639
H -3.4890 -2.5067 -2.6602
C 0.6811 1.1298 3.0652
H -0.9925 -4.2115 0.3676
O -1.3976 -1.1954 0.3003
C -1.0143 3.9204 6.0255
C 2.0718 -0.3722 4.0405
H -1.8478 4.3392 1.7669
C -3.9247 -2.5140 0.7101
H -3.5982 -0.8607 -1.9888
C -0.1010 2.2579 2.7796
H -1.1689 1.9350 5.2383
H -4.4321 -1.5535 0.7504
H -4.5930 -3.2771 0.3143
C 1.1850 -1.4357 -1.1792
N 0.9022 0.0754 2.1710
H -2.2821 -4.8016 -0.7057
C 1.7370 -0.8168 2.7777
*
```

Löwdin population analysis, charges in e, atoms 1 to 6: 0.116 0.134 1.344 -0.009 1.060 -0.137

=====

This record from the Open Molecules 2025 dataset describes a molecular structure, C35H25N6PS3Ta in a non-equilibrium geometry. The level of theory is ωB97M-V/def2-TZVPD.

highest occupied orbital energy	-11.215	eV
energy	-3270.0453	a.u.
Kohn-Sham gap	6.5	eV

```
! wB97M-V def2-TZVPD RIJCOSX def2/J DEFGRID3
* xyz 1 1
C -0.9740 1.1437 -5.2514
C -2.7521 -2.7341 -2.8448
C -1.6828 3.8622 5.0340
C 0.0918 1.6700 2.5597
C 5.4916 0.6446 0.0158
C 1.3194 -4.3121 -1.9591
C -4.8003 -3.7824 -2.1802
C -2.1907 0.4102 -3.3223
C -0.1887 2.7548 3.5079
C 0.0133 -1.9204 2.2087
H -3.0206 1.6423 -4.8531
S 3.1396 0.3165 1.3933
N 0.7930 4.6423 -0.7895
H 3.4617 -2.1262 -0.5247
C -3.6427 -2.3555 -0.6352
H -2.1224 2.0080 4.0570
H -2.6219 3.8904 5.5652
N 6.8415 0.1574 2.1313
C 1.3648 -1.7474 -0.8271
C -0.2743 -0.1368 4.2396
H 0.9892 -0.7879 -3.2793
H 1.0166 5.3645 -0.1232
H 3.4261 -4.3303 -1.5865
N 0.1341 -0.6304 1.9364
C -4.7189 -3.1720 -0.9403
C 2.5084 -3.7687 -1.4991
C 4.1288 0.6425 0.0047
H 0.1659 -2.5976 1.3773
S 3.2038 0.9855 -1.4369
H -0.5737 -1.8197 5.5300
C 6.2415 0.8745 -1.1586
H 1.1793 5.6209 4.6732
C -1.4008 2.7989 4.1965
C -2.1459 1.1108 -4.5120
H -0.3381 0.6000 5.0228
H 0.5992 4.8814 -1.7467
P -1.1876 -1.1048 -1.2481
H -5.6366 -4.4192 -2.4158
C -0.7618 4.8853 5.1947
H -3.8695 -4.0368 -4.0995
C 0.5396 3.4116 -0.3471
C 0.1125 -0.2439 -3.6171
H 1.6830 3.7368 3.1666
C -1.0667 -0.2854 -2.8799
H 1.0654 0.4995 -5.3708
H -3.5619 -1.8837 0.3340
H 1.3010 -5.2944 -2.4060
C -0.2725 -2.3973 3.4803
H -0.9451 1.6812 -6.1854
S 0.0258 2.2167 -1.5170
C 2.5252 -2.5095 -0.9124
H -1.9920 -2.5418 -3.5899
C -2.6602 -2.1348 -1.5889
H -0.3658 -3.4571 3.6527
H -3.0948 0.3855 -2.7271
H -0.7884 -4.0198 -2.1965
N 6.8499 1.0725 -2.1089
C 0.7338 3.7870 3.6750
C 0.1499 0.4689 -4.8025
N 0.6407 3.1589 0.9246
C 0.4512 4.8378 4.5266
H -0.9849 5.7137 5.8479
C 0.1431 -3.5884 -1.8626
C 0.1848 -2.3056 -1.3339
C 6.2278 0.3866 1.1916
C -0.3989 -1.4855 4.5189
H -5.4911 -3.3332 -0.2061
N 0.4489 1.9068 1.3337
Ta 1.1819 0.3889 -0.2069
C -3.8169 -3.5635 -3.1315
C -0.0325 0.2657 2.9245
*
```

natural (NBO) population analysis, charges in e, atoms 1 to 6: -0.192 -0.139 -0.198 0.353 -0.338 -0.177

=====

This record from the Open Molecules 2025 dataset describes a molecular structure, C24H35N5S3Sc in a non-equilibrium geometry. The level of theory is ωB97M-V/def2-TZVPD.

highest occupied orbital energy	-17.099	eV
energy	-3163.8162	a.u.
Kohn-Sham gap	8.4	eV
energy above the lowest of the compared OMol25 structures with the same formula, charge and spin	61.0	kJ/mol

```
! wB97M-V def2-TZVPD RIJCOSX def2/J DEFGRID3
* xyz 3 1
C -2.8892 -2.7798 0.1041
C 1.9629 2.1696 2.2702
C -3.2757 -3.2555 1.3703
H -5.7585 -5.5026 0.6029
H -2.7621 1.1194 -1.2722
H -0.4428 3.1868 -2.8918
C 2.9787 0.2394 -3.1479
N -0.9763 1.6261 1.1268
H 2.8415 1.3058 -3.2672
H -4.4748 -4.5320 2.5566
N 1.2922 0.8420 2.2262
S 1.3574 -2.2568 0.1341
H 4.1525 -1.1740 -2.1467
H 1.2349 4.3619 -1.2156
C -3.0906 2.7272 1.1121
C 0.8683 -2.8392 -1.5753
H 1.0262 2.2699 -2.5859
C 4.0974 -1.2617 0.4407
H 1.0921 -3.8841 -1.7183
H 1.9119 2.5637 3.2803
H -0.1647 -2.6399 -1.5000
S 1.2562 -0.4213 -2.8603
H -3.9464 3.1548 0.5164
C -4.2265 -4.1953 1.5488
H -5.2274 -4.5827 -1.6351
H -1.9512 2.2497 4.3745
H 3.0324 2.0104 2.0816
H 5.1004 -1.4715 0.1177
H 0.4242 3.5160 1.6224
H -3.8642 3.2245 2.9934
H 0.3391 1.2231 4.1299
H 2.5646 -2.3845 -2.6300
H 2.2771 2.5425 -0.4221
C -2.0237 2.1440 0.4715
Sc 0.5888 0.3797 0.0807
H 4.1189 -1.0820 1.4971
C -1.9452 2.2908 3.2141
N -0.6671 1.5490 -1.5089
H 4.9024 0.4014 -2.2420
H 2.0145 4.2128 1.5813
H -3.4583 -2.8069 -1.9663
C 0.5834 3.5190 -0.9889
C -1.9965 1.9365 -1.0199
H 1.9878 0.1849 2.6245
H -0.2152 -0.1927 3.3050
S 3.5241 0.2604 -0.3111
H 3.1973 -0.1946 -4.1098
C -4.7397 -4.1596 -0.7829
C 3.9924 -0.1224 -2.0780
H -0.7578 0.8666 -2.2494
N 1.3857 2.6805 -0.0285
H -2.7739 -2.9021 2.2281
H -2.2790 2.8632 -1.5177
C -2.0197 -1.7297 -0.0601
H 3.3753 -3.0668 -0.7000
H -0.3338 4.0062 -0.5873
C 0.1203 0.8361 3.0989
C -0.9837 1.6612 2.4867
C 1.5194 -2.2079 -2.7526
C -3.6850 -3.2528 -0.9849
C 3.1567 -2.4856 0.2314
C -3.0763 2.7552 2.4730
H 1.2744 -2.7365 -3.6844
N -1.3013 -0.8023 -0.1461
C 0.0897 2.6519 -2.1064
H 3.2858 -3.2349 1.0256
C -5.0557 -4.6471 0.4415
C 1.4357 3.2727 1.3257
*
```

natural (NBO) population analysis, charges in e, atoms 1 to 6: -0.238 -0.242 -0.158 0.267 0.263 0.247